No. 1
{
  "formula": "C31H93F6N17O20SY",
  "method": "wB97M-V/def2-TZVPD",
  "total_charge": 1,
  "lumo_ev": -5.126,
  "spin_multiplicity": 1,
  "homo_lumo_gap_ha": 0.1932,
  "species": ["Y", "C", "F", "F", "F", "S", "O", "O", "O", "C", "O", "O", "C", "F", "F", "F", "C", "C", "H", "H", "H", "H", "H", "H", "C", "C", "C", "O", "C", "N", "H", "H", "H", "H", "H", "H", "H", "H", "H", "H", "H", "C", "C", "C", "O", "C", "N", "H", "H", "H", "H", "H", "H", "H", "H", "H", "H", "H", "C", "C", "C", "O", "C", "N", "H", "H", "H", "H", "H", "H", "H", "H", "H", "H", "H", "C", "C", "C", "O", "C", "N", "H", "H", "H", "H", "H", "H", "H", "H", "H", "H", "H", "C", "C", "C", "O", "C", "N", "H", "H", "H", "H", "H", "H", "H", "H", "H", "H", "H", "O", "H", "H", "O", "H", "H", "O", "H", "H", "O", "H", "H", "C", "O", "N", "N", "H", "H", "H", "H", "C", "O", "N", "N", "H", "H", "H", "H", "C", "O", "N", "N", "H", "H", "H", "H", "C", "O", "N", "N", "H", "H", "H", "H", "C", "O", "N", "N", "H", "H", "H", "H", "C", "O", "N", "N", "H", "H", "H", "H"],
  "positions_angstrom": [[-4.17481, -2.90189, -0.95205], [-3.78751, 1.53228, 0.88493], [-3.32491, 2.32720, -0.16661], [-2.83099, 0.68795, 1.21424], [-4.04050, 2.28737, 1.92398], [-5.34628, 0.42675, 0.31919], [-6.14816, 1.27361, -0.54546], [-4.77435, -0.78076, -0.38467], [-6.03768, 0.02233, 1.59732], [-0.82494, -1.12910, -0.58118], [-0.70430, -0.89405, 0.83618], [-2.01684, -1.87819, -0.80221], [-0.50735, 0.03838, -1.52945], [-0.87679, -0.17113, -2.78299], [-1.08852, 1.16684, -1.16773], [0.82225, 0.21688, -1.53636], [0.37346, -0.11244, 1.36973], [0.45186, -0.45596, 2.85974], [1.33504, -0.01662, 3.32351], [-0.39254, 0.03704, 3.34145], [0.62126, -1.52483, 2.98979], [0.30150, 0.94033, 1.09662], [1.35454, -0.28591, 0.92757], [0.04400, -1.77393, -0.71246], [0.64685, 1.03467, -7.66436], [-0.50780, 1.59410, -6.85302], [-1.59543, 2.12932, -7.84070], [-1.07893, 3.35025, -8.39502], [-2.04812, 3.88398, -9.32275], [-1.03004, 0.45309, -6.04597], [1.20486, 1.80998, -8.18935], [0.35460, 0.36087, -8.46978], [1.40376, 0.58081, -7.02468], [-0.11509, 2.36908, -6.19479], [-2.52147, 2.38185, -7.32420], [-1.86338, 1.38222, -8.58779], [-1.75187, 4.89419, -9.60527], [-3.10170, 3.83224, -9.04817], [-1.80796, 3.43423, -10.28616], [-1.36065, 0.92220, -5.21487], [-0.23075, 0.00885, -5.61714], [4.99112, -0.10900, 0.06122], [5.81591, 1.00145, -0.62569], [5.33747, 1.35604, -2.11078], [5.20100, 0.10844, -2.83391], [6.43786, -0.56343, -3.11923], [5.93812, 2.32848, -0.01515], [5.36288, -0.23043, 1.07864], [5.16920, -1.03278, -0.48926], [3.94634, 0.11759, 0.27381], [6.77385, 0.52471, -0.83350], [5.89114, 2.14155, -2.62509], [4.31727, 1.71756, -1.98194], [7.20691, 0.19508, -3.26516], [6.37545, -1.10853, -4.06107], [6.84033, -1.23474, -2.36063], [5.03324, 2.70754, 0.22485], [6.28667, 1.92611, 0.84317], [-1.65404, 2.32630, 5.22759], [-2.29536, 3.14130, 6.39103], [-3.43176, 2.47682, 7.20107], [-3.79498, 3.24446, 8.36921], [-5.11141, 2.90456, 8.77244], [-1.27515, 3.30320, 7.33025], [-0.79299, 2.82600, 4.78375], [-2.40475, 2.08403, 4.47537], [-1.46924, 1.32441, 5.61512], [-2.64388, 4.09387, 5.99198], [-3.21695, 1.46395, 7.54172], [-4.24804, 2.22723, 6.52321], [-5.82752, 3.14723, 7.98734], [-5.43126, 3.39311, 9.69283], [-5.24981, 1.86954, 9.08498], [-0.81014, 2.42085, 7.48941], [-1.89725, 3.26257, 8.12488], [-3.81655, 5.46420, -6.35815], [-2.63265, 6.24346, -5.82399], [-2.11790, 5.71701, -4.44076], [-1.34808, 4.55015, -4.54434], [-0.64771, 4.17018, -3.34190], [-1.66644, 6.06065, -6.82162], [-4.14774, 5.63113, -7.38311], [-4.67028, 5.27187, -5.70833], [-3.68070, 4.38277, -6.36981], [-2.74125, 7.32178, -5.70764], [-2.92670, 5.58730, -3.72166], [-1.44632, 6.46618, -4.02145], [0.09525, 3.39237, -3.51832], [-1.30853, 3.68584, -2.62298], [0.01602, 4.92440, -2.91914], [-0.88991, 5.69830, -6.28702], [-1.89744, 5.16977, -7.23763], [2.76852, -3.50322, 1.50217], [3.35089, -4.90231, 1.90408], [2.72775, -5.75860, 3.07890], [2.98225, -5.22350, 4.37875], [2.78193, -6.00435, 5.59063], [3.25810, -5.65750, 0.67186], [3.54260, -2.80777, 1.17775], [2.29477, -3.00673, 2.34902], [1.93943, -3.58357, 0.79914], [4.41764, -4.88106, 2.12701], [3.18413, -6.73647, 3.23251], [1.64078, -5.83518, 3.05174], [2.92169, -7.06538, 5.38383], [1.75182, -5.87101, 5.92108], [3.34795, -5.63485, 6.44573], [3.39315, -6.61125, 0.97554], [4.13298, -5.52469, 0.18498], [-1.03800, -2.82797, -4.62764], [-1.99288, -2.89445, -4.63199], [-0.86309, -1.88801, -4.58177], [3.25164, -1.38064, 4.56119], [3.63819, -0.52376, 4.38073], [3.77303, -1.99319, 4.04237], [3.80469, 1.38362, 4.16393], [3.41837, 1.95928, 3.50392], [3.25106, 1.49856, 4.93628], [-3.04239, -4.25188, -2.40575], [-3.31845, -4.92717, -3.02543], [-2.20493, -4.56650, -2.06528], [0.24955, -2.21267, 6.27533], [-0.77539, -2.49515, 6.86301], [0.94201, -1.14765, 6.44100], [0.80418, -3.02941, 5.36756], [0.66840, -0.37082, 7.02561], [1.74030, -1.06454, 5.82788], [0.42743, -3.93907, 5.14245], [1.70535, -2.73549, 5.01885], [0.04484, -5.27797, -1.41029], [-0.95151, -5.65675, -2.02604], [0.37748, -5.77383, -0.25552], [0.83956, -4.38490, -1.82722], [1.18786, -5.40069, 0.21794], [-0.18190, -6.45178, 0.24205], [0.67205, -3.66972, -2.52044], [1.67216, -4.35859, -1.25609], [-3.48644, -2.50704, 2.46302], [-3.63897, -3.03365, 1.33226], [-2.59928, -1.63789, 2.81158], [-4.36549, -2.66880, 3.36572], [-2.11122, -1.19579, 2.04578], [-2.70995, -1.12701, 3.67579], [-4.37470, -2.12980, 4.21983], [-5.22972, -3.13556, 3.13047], [2.80627, -0.07252, -4.59659], [2.66679, -1.26863, -4.46588], [3.69341, 0.55157, -5.35263], [1.97288, 0.77185, -4.00240], [3.69985, 1.54613, -5.17680], [4.47654, 0.03610, -5.72826], [2.10062, 1.74876, -4.22469], [1.62862, 0.36393, -3.14497], [-1.02389, -5.36120, 3.80697], [-0.98467, -5.06202, 5.01254], [-1.03535, -6.56677, 3.40012], [-0.91175, -4.50322, 2.81264], [-1.06205, -7.20628, 4.18141], [-1.17155, -6.67907, 2.40566], [-0.97380, -4.73742, 1.83213], [-1.28616, -3.59440, 3.04494], [-0.46384, 5.55597, 0.10379], [0.50225, 5.25076, -0.40089], [-0.75675, 6.80965, 0.40585], [-1.39215, 4.76126, 0.55915], [-1.61181, 7.05711, 0.88307], [-0.18203, 7.60881, 0.17973], [-1.38442, 3.86473, 0.09410], [-1.89469, 5.00325, 1.40116]]
}

=====

No. 2
{
  "formula": "C31H93N13O16",
  "method": "wB97M-V/def2-TZVPD",
  "lumo_ev": -0.076,
  "spin_multiplicity": 1,
  "homo_lumo_gap_ha": 0.2258,
  "species": ["O", "H", "H", "H", "C", "C", "C", "C", "C", "C", "N", "O", "C", "C", "C", "H", "H", "H", "H", "H", "H", "H", "H", "H", "H", "H", "H", "H", "H", "H", "H", "H", "H", "C", "C", "O", "H", "H", "H", "H", "H", "H", "C", "C", "O", "H", "H", "H", "H", "H", "H", "C", "C", "O", "H", "H", "H", "H", "H", "H", "C", "C", "O", "H", "H", "H", "H", "H", "H", "C", "C", "O", "H", "H", "H", "H", "H", "H", "C", "C", "O", "H", "H", "H", "H", "H", "H", "C", "C", "O", "H", "H", "H", "H", "H", "H", "C", "C", "O", "H", "H", "H", "H", "H", "H", "C", "O", "N", "N", "H", "H", "H", "H", "C", "O", "N", "N", "H", "H", "H", "H", "C", "O", "N", "N", "H", "H", "H", "H", "C", "O", "N", "N", "H", "H", "H", "H", "C", "O", "N", "N", "H", "H", "H", "H", "C", "O", "N", "N", "H", "H", "H", "H"],
  "positions_angstrom": [[14.75605, 14.43554, 11.88170], [14.51061, 15.03826, 12.58746], [14.88803, 13.58734, 12.31148], [14.07244, 14.37252, 11.21066], [13.67075, 12.99526, 7.22890], [14.27134, 13.26202, 8.67240], [15.64018, 13.97712, 8.60573], [15.62383, 15.37722, 8.00052], [14.70646, 16.26606, 8.85873], [13.21364, 15.62496, 9.16696], [13.50033, 14.23212, 9.58203], [12.49231, 13.59640, 10.39252], [12.29084, 15.81570, 7.88314], [12.66511, 16.65226, 10.15498], [14.51113, 11.86646, 9.23478], [13.56280, 13.89584, 6.62442], [12.69677, 12.53698, 7.40050], [14.33614, 12.25200, 6.78968], [16.23996, 13.34610, 7.94986], [16.17047, 13.96188, 9.55792], [15.23822, 15.29346, 6.98444], [16.55115, 15.90914, 7.78782], [14.67964, 17.14354, 8.21268], [15.29335, 16.39914, 9.76754], [11.68104, 16.70165, 8.06016], [11.55742, 15.02620, 7.71912], [12.82136, 15.88748, 6.93366], [12.79249, 17.62606, 9.68212], [13.26717, 16.55188, 11.05804], [11.67513, 16.44776, 10.56266], [13.61669, 11.27474, 9.42954], [15.19821, 11.83678, 10.08044], [15.07258, 11.15572, 8.62841], [19.71370, 18.52604, 10.74938], [18.78927, 17.47848, 10.15159], [19.46420, 16.64634, 9.19154], [20.47305, 18.07906, 11.39102], [19.14609, 19.24012, 11.34606], [20.36573, 18.96776, 9.99582], [17.85539, 17.84504, 9.72543], [18.47368, 16.77794, 10.92474], [19.33931, 17.07774, 8.34308], [15.37991, 7.35968, 13.72374], [14.34570, 8.48298, 13.94286], [14.53331, 9.32606, 12.84652], [15.23657, 6.85090, 12.77048], [15.52699, 6.60538, 14.49672], [16.41250, 7.70682, 13.76068], [14.41849, 8.99609, 14.90178], [13.31513, 8.13967, 13.85250], [15.16889, 10.02144, 13.03114], [7.80010, 16.71328, 11.99192], [9.31596, 16.74457, 12.26004], [9.73240, 15.46272, 12.48610], [7.24124, 16.51707, 12.90696], [7.41165, 16.09496, 11.18266], [7.51486, 17.74811, 11.80258], [9.60803, 17.38070, 13.09558], [9.92196, 17.21920, 11.48830], [10.31963, 15.17796, 11.78204], [15.05895, 16.38805, 19.22374], [15.55611, 16.90356, 17.84542], [16.02203, 15.80096, 17.05634], [15.78245, 15.74800, 19.72872], [14.13143, 15.83520, 19.07478], [14.72990, 17.19918, 19.87328], [16.22722, 17.75022, 17.98990], [14.73868, 17.24490, 17.21031], [16.41747, 16.25446, 16.30830], [14.98618, 18.49088, 12.57868], [14.47398, 17.52957, 13.62048], [15.18288, 16.34828, 13.45684], [14.79873, 18.11368, 11.57334], [16.03175, 18.78367, 12.67436], [14.45787, 19.42069, 12.78940], [13.43871, 17.22740, 13.46232], [14.52085, 17.95538, 14.62278], [15.89530, 16.27019, 14.09556], [11.71661, 19.09866, 15.26938], [11.73984, 18.65994, 16.71590], [10.43559, 18.26610, 17.11522], [12.55733, 19.72502, 14.97108], [10.92515, 19.81615, 15.05282], [11.54262, 18.34800, 14.49844], [12.11789, 19.41054, 17.40998], [12.45469, 17.83882, 16.76923], [9.91424, 19.07176, 17.14140], [7.64341, 13.30076, 8.86894], [8.95988, 13.61600, 9.51768], [10.09324, 12.86426, 8.93018], [6.82435, 13.97256, 9.12566], [7.42782, 12.26858, 9.14502], [7.75989, 13.35928, 7.78676], [8.94691, 13.50302, 10.60174], [9.21588, 14.66868, 9.39774], [10.87254, 13.21810, 9.36502], [18.24078, 8.36904, 11.67862], [18.65036, 9.39672, 12.79804], [20.01243, 9.75512, 12.54974], [17.27782, 7.86822, 11.77854], [18.96365, 7.55560, 11.61628], [18.29226, 8.86618, 10.70996], [18.65970, 8.92860, 13.78234], [17.98710, 10.25432, 12.91088], [20.20002, 10.48104, 13.14926], [18.09578, 13.78006, 11.30684], [17.82817, 14.46634, 12.25038], [18.67747, 14.09460, 10.19132], [17.71738, 12.59292, 11.29864], [18.67917, 13.44800, 9.41542], [18.87717, 15.07098, 10.02730], [17.14241, 12.26696, 12.06234], [17.95364, 11.98556, 10.52702], [12.44877, 14.86982, 15.00952], [13.10191, 14.33696, 14.07566], [11.19391, 15.27150, 14.92168], [12.85608, 15.10294, 16.26500], [10.65633, 15.26158, 14.06668], [10.78137, 15.82500, 15.65894], [12.25971, 15.45314, 17.00108], [13.83127, 15.35548, 16.33802], [12.25680, 10.77574, 16.37264], [12.26297, 9.62068, 16.71126], [12.27551, 11.19470, 15.16078], [12.44526, 11.80702, 17.13904], [12.25773, 12.20236, 15.09444], [12.14167, 10.65720, 14.31620], [12.26251, 12.76532, 16.87754], [12.35148, 11.72390, 18.14124], [18.58356, 16.88994, 14.90332], [17.36368, 16.82854, 14.97878], [19.29910, 17.74826, 15.61502], [19.27843, 16.14828, 14.03518], [18.94296, 18.35562, 16.33914], [20.30845, 17.71536, 15.63016], [18.79834, 15.47284, 13.45776], [20.18268, 16.53730, 13.80914], [15.96340, 12.54748, 14.57680], [15.73349, 12.30648, 13.38524], [16.90848, 13.35612, 15.00096], [15.29872, 12.12362, 15.57358], [17.55423, 13.82446, 14.38148], [17.13239, 13.43926, 15.98230], [14.45938, 11.59270, 15.38988], [15.45468, 12.50386, 16.49618], [10.87997, 10.53132, 12.10892], [10.75453, 9.61336, 12.92772], [12.04960, 10.96136, 11.85088], [9.96821, 11.03696, 11.39826], [12.85334, 10.52144, 12.27582], [12.30133, 11.76132, 11.28804], [10.26257, 11.64694, 10.64900], [9.05584, 10.60680, 11.44970]]
}